{
  "formula": "C4H8NOS",
  "method": "ωB97M-V with the def2-TZVPD basis set",
  "smiles": "CC1(N[O-])CSC1",
  "e_lumo_ev": 3.4,
  "charge": -1,
  "homo_energy_ha": -0.058,
  "orbital_gap_ev": 4.984,
  "symbols": ["C", "C", "N", "O", "C", "S", "C", "H", "H", "H", "H", "H", "H", "H", "H"],
  "positions_angstrom": [[0.778, -1.483, 0.082], [0.242, 0.035, -0.041], [1.167, 1.030, -0.203], [2.405, 0.965, 0.420], [-0.983, 0.490, 1.245], [-2.328, 0.522, 0.078], [-0.858, 0.159, -1.166], [0.852, -1.522, 1.119], [1.712, -1.473, -0.584], [-0.029, -2.099, -0.369], [0.637, 1.854, -0.572], [-1.207, -0.247, 1.966], [-0.663, 1.520, 1.702], [-0.753, 1.024, -1.803], [-0.974, -0.774, -1.873]],
  "forces_ev_per_a": [[-0.66, 3.16, -2.93], [-1.78, -0.44, -0.08], [-0.19, -0.92, -1.32], [-0.98, 0.69, -0.14], [1.80, 1.35, -0.50], [0.96, -0.35, -1.51], [-1.03, -1.24, 0.05], [0.94, -1.18, 1.66], [-1.10, -0.35, 1.51], [0.61, 0.07, 0.64], [1.68, -0.04, 0.86], [0.05, -0.69, 1.24], [-0.65, -1.97, -0.83], [0.25, 0.29, -0.14], [0.10, 1.61, 1.48]],
  "nbo_charge": [-0.65, 0.21, -0.35, -0.78, -0.67, 0.02, -0.50, 0.22, 0.24, 0.19, 0.31, 0.18, 0.20, 0.19, 0.19]
}